Record 1
Formula: CH2Cl3
Source: the OMol25 dataset
Level of theory: ωB97M-V/def2-TZVPD

Structure (XYZ):
```
6
Properties=species:S:1:pos:R:3:lowdin_charge:R:1
Cl -0.3936 2.1551 0.9306 -0.476
C 0.0384 -0.3032 -0.1300 -1.155
Cl -0.8876 -1.8255 -0.1313 0.411
Cl 1.7252 -0.4710 -0.8090 0.391
H -0.5673 0.3598 -0.7478 -0.047
H 0.0849 0.0848 0.8875 -0.124
```

Summary:
Net charge   -1
Gap between HOMO and LUMO   7.548 eV
Energy above the lowest of the compared OMol25 structures with the same formula, charge and spin   22.4 kJ/mol
HOMO energy   -4.0 eV
DFT total energy   -38638.771 eV

***

Record 2
Formula: C3H7BO
Source: the OMol25 dataset
Level of theory: ωB97M-V/def2-TZVPD

Structure (XYZ):
```
12
Properties=species:S:1:pos:R:3:lowdin_charge:R:1
C -0.1617 2.1965 -0.7580 0.001
B 0.3380 0.9497 -0.4505 -0.134
C 0.8035 -0.3612 0.1737 -0.138
C 1.9178 -1.0177 0.1127 -0.008
H 0.5876 3.0412 -0.8365 0.042
H -1.2834 2.4566 -0.7752 0.056
H -0.1183 -0.9670 0.5561 0.095
H 2.0654 -1.9588 0.5392 0.048
H 2.8040 -0.5213 -0.2973 0.079
O -2.4712 -1.4277 0.2665 -0.066
H -2.9339 -1.2138 1.1122 0.065
H -1.5477 -1.1766 0.3572 -0.040
```

Summary:
Structure (SMILES)   C=BC=C.O
Gap between HOMO and LUMO   8.911 eV
Energy above the lowest of the compared OMol25 structures with the same formula, charge and spin   266.6 kJ/mol
HOMO energy   -8.6 eV
DFT total energy   -5945.201 eV

***

Record 3
Formula: C4H2N2O
Source: the OMol25 dataset
Level of theory: ωB97M-V/def2-TZVPD

Structure (XYZ):
```
9
Properties=species:S:1:pos:R:3:lowdin_charge:R:1
N -1.7423 2.7913 1.4464 0.228
C -1.4856 1.7516 1.9062 -0.150
C -0.7923 0.8723 1.0725 -0.062
C -0.2137 0.3247 0.1760 0.081
C 0.4855 -0.3241 -0.9243 -0.562
N 0.9112 -1.5759 -0.6280 0.163
O 0.6506 0.2323 -1.9912 0.078
H 0.7700 -1.9897 0.2795 0.109
H 1.4165 -2.0825 -1.3371 0.116
```

Summary:
Structure (SMILES)   N#CC#CC(N)=O
Gap between HOMO and LUMO   10.012 eV
Energy above the lowest of the compared OMol25 structures with the same formula, charge and spin   216.9 kJ/mol
HOMO energy   -10.5 eV
DFT total energy   -9204.491 eV

***

Record 4
Formula: C3HClFO2
Source: the OMol25 dataset
Level of theory: ωB97M-V/def2-TZVPD

Structure (XYZ):
```
8
Properties=species:S:1:pos:R:3:lowdin_charge:R:1
O 1.5685 -1.7458 0.8803 -0.093
C 1.0769 -0.5969 0.9235 -0.782
O 1.1825 0.3013 1.7181 -0.024
C 0.0033 -0.2747 -0.3028 -0.544
Cl 0.3692 -0.7691 -1.8979 0.636
C -0.9637 0.7957 -0.2782 -0.182
F -1.5116 1.1558 -1.4588 -0.107
H -1.7251 1.1336 0.4158 0.097
```

Summary:
Structure (SMILES)   O=C([O-])/C(Cl)=C/F
Net charge   -1
Gap between HOMO and LUMO   8.310 eV
Energy above the lowest of the compared OMol25 structures with the same formula, charge and spin   104.4 kJ/mol
HOMO energy   -4.6 eV
DFT total energy   -22462.267 eV

***

Record 5
Formula: C2H10NO3
Source: the OMol25 dataset
Level of theory: ωB97M-V/def2-TZVPD

Structure (XYZ):
```
16
Properties=species:S:1:pos:R:3:lowdin_spin:R:1
C -1.4503 -0.0832 -0.0461 0.102
O -0.3478 -0.8598 -0.1393 0.701
C -1.1503 1.4700 0.0866 0.077
N 0.2328 1.8862 0.1059 0.019
H -2.1129 -0.2161 -0.9063 -0.002
H -1.9539 -0.3429 0.8967 0.052
H -1.6193 1.9906 -0.7359 0.009
H -1.5835 1.8649 1.0056 0.000
H 0.7017 1.5632 0.9402 0.001
H 0.7771 1.4487 -0.6319 0.003
H 0.5353 -2.1761 2.1992 0.000
H 0.5611 -0.9408 1.3556 -0.001
O 1.0656 -1.3814 2.0690 0.002
H 2.0455 -0.5791 -1.6612 0.000
H 0.5414 -0.8251 -1.5766 0.002
O 1.2557 -0.6208 -2.2128 0.033
```

Summary:
Spin multiplicity   2
<S²>   0.755
Gap between HOMO and LUMO (alpha / beta)   10.737 / 7.091 eV
Energy above the lowest of the compared OMol25 structures with the same formula, charge and spin   10.0 kJ/mol
HOMO energy (alpha / beta)   -10.1 / -10.1 eV
DFT total energy   -9866.155 eV

***

Record 6
Formula: H5O2
Source: the OMol25 dataset
Level of theory: ωB97M-V/def2-TZVPD

Structure (XYZ):
```
7
Properties=species:S:1:pos:R:3:lowdin_spin:R:1
O 0.9845 0.6526 0.3708 0.707
H 1.1058 0.9761 1.3198 0.004
H 1.8518 0.2037 0.0978 0.004
O -0.9227 -0.5816 -0.5803 0.278
H -1.4312 -1.2798 -0.0439 0.000
H -1.5630 0.0140 -1.0650 0.002
H -0.0253 0.0150 -0.0993 0.004
```

Summary:
Spin multiplicity   2
<S²>   0.758
Net charge   +2
Gap between HOMO and LUMO (alpha / beta)   17.318 / 6.409 eV
Energy above the lowest of the compared OMol25 structures with the same formula, charge and spin   75.0 kJ/mol
HOMO energy (alpha / beta)   -28.1 / -26.6 eV
DFT total energy   -4148.736 eV